# 1
Here is 3 unconnected molecules or ions with the total composition C3H12O2S in a non-equilibrium geometry from OMol25. Energies are from the ωB97M-V functional and the def2-TZVPD basis.

Each line ends with the natural charge from an NBO analysis.
CARTESIAN COORDINATES (ANGSTROEM)
C  0.78801  1.31543  -2.92520  -0.619
C  2.19938  1.66054  -2.37116  -0.527
S  1.98299  1.81118  -0.61361  0.173
C  1.77821  0.00717  -0.16516  -0.743
H  0.85527  1.58600  -3.96756  0.207
H  0.76920  0.31620  -2.60124  0.209
H  -0.00312  1.90883  -2.55090  0.214
H  2.93870  0.98220  -2.74001  0.210
H  2.60051  2.64134  -2.52239  0.217
H  2.09671  -0.32842  0.84557  0.233
H  2.12036  -0.68360  -0.89367  0.212
H  0.68818  -0.03779  -0.14737  0.213
O  -1.45827  -0.91532  3.65473  -0.928
H  -1.34309  -0.79668  4.61720  0.465
H  -2.12383  -0.22673  3.54053  0.463
O  -4.81480  -3.14317  2.57255  -0.935
H  -4.00835  -2.63257  2.79426  0.471
H  -5.06607  -3.46461  3.47342  0.464

Cartesian forces, eV/Å:
C 2.7 1.6 -0.9
C -1.7 1.0 0.7
S 1.5 -1.5 1.6
C -1.6 1.1 1.2
H -0.4 -1.1 -0.8
H -1.1 -1.6 -0.6
H -0.6 0.5 0.9
H 0.5 -0.7 0.2
H -0.1 0.8 -1.0
H 0.2 0.8 -0.7
H 0.7 -0.3 -0.8
H 0.0 -0.7 0.1
O -0.4 0.5 1.1
H 0.4 -0.5 -0.5
H -0.1 0.0 -0.7
O 0.5 0.1 1.7
H -0.5 -0.3 -0.5
H 0.1 0.2 -1.2

frontier orbital gap	8.6741	eV
maximum force	3.3	eV/A
total charge	0
relative energy (zero: lowest compared OMol25 entry of this formula, charge and spin)	1.398	eV
SMILES	CCSC.O.O

---

# 2
Here is 2 unconnected molecules or ions with the total composition C3H3F2IO in a non-equilibrium geometry from OMol25. Energies are from the ωB97M-V functional and the def2-TZVPD basis.

Each line ends with the natural charge from an NBO analysis.
CARTESIAN COORDINATES (ANGSTROEM)
F  -0.07421  1.65078  -0.50341  -0.351
C  -1.18389  1.61868  0.30369  0.451
F  -0.71823  1.39742  1.52540  -0.327
I  -2.47875  0.03130  -0.30059  0.076
H  -1.63310  2.56723  0.24890  0.155
C  1.57895  -1.09556  -0.42203  -0.762
C  0.65358  -1.93559  -0.05296  0.704
O  -0.16419  -2.76416  0.31299  -0.484
H  2.41718  -0.71888  0.29253  0.278
H  1.60265  -0.75123  -1.40450  0.260

Cartesian forces, eV/Å:
F -0.6 0.0 0.0
C 1.6 -1.0 -0.8
F -0.1 -0.2 0.9
I 0.0 0.2 0.0
H -0.9 1.1 -0.1
C 1.7 0.4 2.5
C -2.9 -3.6 1.8
O 3.3 3.6 -1.6
H -1.9 -0.9 -1.2
H -0.1 0.5 -1.4

frontier orbital gap	9.6710	eV
maximum force	5.2	eV/A
total charge	0
relative energy (zero: lowest compared OMol25 entry of this formula, charge and spin)	0.589	eV
SMILES	FC(F)I.C=C=O

---

# 3
Here is 2 unconnected molecules or ions with the total composition C3H13N4 in a non-equilibrium geometry from OMol25. Energies are from the ωB97M-V functional and the def2-TZVPD basis.

Each line ends with the natural charge from an NBO analysis.
CARTESIAN COORDINATES (ANGSTROEM)
C  -0.87443  2.45462  1.12642  -0.399
N  -2.23542  -0.62449  -0.48062  -0.853
C  -1.64961  0.55796  -0.34042  -0.010
N  -1.59217  1.15837  0.84165  -0.637
H  -1.63149  3.15191  1.53350  0.197
H  -0.52117  2.83590  0.15611  0.205
H  -0.05819  2.32316  1.82522  0.197
H  -2.60220  -1.13344  0.31922  0.379
H  -2.13362  -1.14473  -1.36884  0.398
H  -1.23441  1.06094  -1.21106  0.162
H  -2.10650  0.74599  1.58586  0.370
N  2.31623  0.04930  -0.14152  -0.840
C  2.57837  -1.38786  -0.34803  -0.065
N  1.30988  -2.18891  -0.63475  -0.827
H  2.07178  0.46849  -1.06280  0.346
H  1.41250  0.07862  0.39756  0.348
H  3.23448  -1.52269  -1.20981  0.178
H  3.09221  -1.78659  0.54027  0.178
H  0.69550  -1.96557  0.16158  0.337
H  0.86549  -1.62016  -1.38800  0.336

Cartesian forces, eV/Å:
C -1.8 -1.2 -0.9
N -1.7 -3.7 -1.0
C 2.1 2.1 -3.0
N 1.1 2.3 3.0
H 0.6 -0.1 -0.2
H 0.0 -0.1 0.5
H 0.2 0.0 0.0
H 0.3 0.2 -0.5
H -0.1 0.6 1.3
H -0.3 -0.1 0.2
H -0.3 0.1 0.5
N -1.2 -0.2 -0.3
C -1.0 -0.3 -0.2
N 0.6 1.7 0.1
H 0.2 -0.4 0.9
H 1.2 0.3 -0.6
H 0.0 0.1 0.1
H -0.4 0.0 -0.3
H 0.2 -0.4 -0.3
H 0.3 -0.8 0.5

frontier orbital gap (alpha / beta)	5.1683 / 9.8823	eV
maximum force	4.3	eV/A
2S+1	2
total charge	0
relative energy (zero: lowest compared OMol25 entry of this formula, charge and spin)	0.495	eV

---

# 4
Here is a molecular structure, C12H24BF2HgNO16S2 in a non-equilibrium geometry from OMol25. Energies are from the ωB97M-V functional and the def2-TZVPD basis.

Each line ends with the natural charge from an NBO analysis.
CARTESIAN COORDINATES (ANGSTROEM)
Hg  -8.34475  -3.45603  0.54387  1.712
O  -13.28617  -0.33001  -5.89555  -0.517
C  -12.68281  -1.26409  -5.47465  0.679
O  -12.09563  -1.39934  -4.28050  -0.676
B  -11.67376  -2.80190  -4.10572  1.155
O  -11.74516  -3.38678  -5.43032  -0.661
C  -12.32868  -2.53186  -6.25506  0.668
O  -12.49103  -2.70371  -7.42579  -0.523
O  -12.58311  -3.47275  -3.12942  -0.620
C  -11.92118  -3.80002  -2.05593  0.682
O  -12.34170  -4.26487  -1.03824  -0.566
C  -10.41730  -3.50383  -2.33699  0.733
O  -10.31629  -2.95801  -3.50572  -0.609
O  -9.51797  -3.62085  -1.53386  -0.706
N  -7.28624  -4.05768  2.35042  -1.302
S  -7.13193  -5.38168  3.22217  2.447
O  -7.73741  -5.29631  4.52437  -0.866
O  -5.96509  -6.19855  3.01091  -0.872
F  -8.19218  -6.25192  2.37649  -0.519
S  -6.41390  -3.02522  3.34221  2.421
O  -5.02839  -3.38560  3.48493  -0.842
O  -7.10253  -2.33731  4.39798  -0.860
F  -6.46990  -1.86598  2.21768  -0.527
C  -6.00780  -0.69596  -2.36582  -0.640
C  -6.97197  -1.86500  -2.08933  -0.057
O  -6.79872  -2.34603  -0.74028  -0.793
H  -4.99656  -1.10022  -2.37604  0.206
H  -6.13008  0.12996  -1.66783  0.219
H  -6.31735  -0.31294  -3.33998  0.234
H  -6.72835  -2.65606  -2.80066  0.184
H  -8.00923  -1.54233  -2.12130  0.196
H  -5.85267  -2.52227  -0.63575  0.498
C  -8.67030  0.68756  1.23062  -0.642
C  -9.52343  -0.51653  1.60243  -0.076
O  -9.54632  -1.45284  0.49589  -0.795
H  -8.94355  1.05631  0.23822  0.207
H  -7.62945  0.36408  1.14577  0.220
H  -8.64686  1.51587  1.93593  0.235
H  -10.53624  -0.25771  1.90489  0.188
H  -8.98251  -1.02545  2.40118  0.197
H  -10.15071  -1.07665  -0.15736  0.506
C  -10.77055  -4.05828  3.68896  -0.650
C  -11.25039  -3.83029  2.28167  -0.069
O  -10.36170  -4.46160  1.34052  -0.787
H  -11.56597  -3.82828  4.40695  0.221
H  -9.93178  -3.45273  4.03773  0.222
H  -10.52641  -5.10601  3.87282  0.225
H  -11.26069  -2.75538  2.09705  0.175
H  -12.26328  -4.22176  2.19785  0.196
H  -10.75013  -5.30270  1.07957  0.513
C  -7.27775  -7.43059  -1.98940  -0.647
C  -8.14672  -6.62875  -1.03013  -0.067
O  -7.44346  -5.49193  -0.51717  -0.776
H  -6.76239  -6.75566  -2.67566  0.215
H  -7.85520  -8.14088  -2.57960  0.235
H  -6.52474  -8.01651  -1.45748  0.211
H  -8.48190  -7.30282  -0.23711  0.179
H  -9.01307  -6.20719  -1.53871  0.190
H  -6.53991  -5.78244  -0.32786  0.494

Cartesian forces, eV/Å:
Hg -0.6 -0.5 -0.4
O 0.0 0.1 0.3
C 0.4 0.0 -0.1
O 0.1 0.0 0.6
B -0.7 0.3 -0.7
O 0.3 -0.4 0.6
C -0.2 -0.2 -1.1
O -0.1 0.0 0.2
O 0.2 0.2 0.0
C 0.3 -0.5 -0.2
O 0.0 -0.1 0.4
C -0.7 0.8 0.2
O 0.2 0.1 0.0
O 0.5 -0.3 0.0
N 1.8 0.9 2.5
S -1.7 -5.7 0.0
O 1.0 0.6 -0.9
O -0.4 1.7 0.3
F -0.1 0.6 0.1
S 0.7 3.7 -0.6
O -1.7 -0.1 -0.2
O 0.2 -1.5 -0.6
F 0.4 -0.2 -0.2
C -1.1 -0.6 -0.1
C 0.5 1.0 0.1
O 0.7 0.0 -0.2
H 0.2 0.4 -0.1
H 0.1 -0.2 0.2
H 0.5 0.0 -0.2
H -0.5 -0.1 0.1
H 0.0 -0.2 -0.4
H -0.2 -0.1 0.3
C 0.5 -0.1 -0.6
C 1.1 0.4 0.3
O -0.5 0.7 0.3
H -0.2 0.2 0.1
H -0.1 -0.1 0.0
H -0.5 -0.1 0.2
H 0.0 -0.1 0.0
H -0.5 -0.2 0.2
H 0.1 -0.4 -0.2
C -0.2 -0.2 1.2
C 0.3 0.2 0.7
O -0.3 0.2 0.1
H -0.1 0.1 -0.2
H 0.2 0.0 -0.5
H 0.1 0.0 -0.2
H -0.1 -0.1 -0.4
H 0.1 0.0 -0.4
H 0.1 0.1 -0.3
C 0.2 0.2 0.0
C -0.3 -0.5 -0.6
O 0.5 -0.2 0.1
H -0.1 0.0 -0.1
H -0.2 0.1 0.1
H 0.0 0.1 0.1
H 0.0 0.3 0.2
H 0.0 -0.1 0.0
H -0.1 0.2 0.2

frontier orbital gap	8.1988	eV
maximum force	6.0	eV/A
total charge	0
relative energy (zero: lowest compared OMol25 entry of this formula, charge and spin)	0.000	eV